This record from the Open Molecules 2025 dataset describes a cluster of 14 separate species, C8H38O13 in total in a non-equilibrium geometry. The level of theory is ωB97M-V with the def2-TZVPD basis set.

For the highest occupied orbital energy, the calculation gives -8.497 eV. The value obtained for the LUMO energy is 0.2 eV. The total charge is 0. The value obtained for the HOMO-LUMO gap is 0.320 Eh. The spin multiplicity is 1. As for the strongest force on any atom: 5.5 eV/A. For the relative energy (zero: lowest compared OMol25 entry of this formula, charge and spin), the calculation gives 6.115 eV.

Last column: natural (NBO) charge in e.
CARTESIAN COORDINATES (ANGSTROEM)
C (-2.8621, 3.5320, 0.3789)  -0.644
C (-1.6285, 2.9555, 1.0140)  0.045
C (-0.6798, 3.6443, 1.5967)  -0.448
C (-1.6330, 1.3315, 0.9272)  -0.482
C (-0.7522, 0.8157, -0.2006)  -0.167
C (-0.1340, -0.3457, 0.0030)  -0.245
C (0.9060, -0.7904, -0.9275)  -0.244
C (0.8219, -2.1191, -1.2090)  -0.411
H (-3.0145, 3.1379, -0.7513)  0.210
H (-3.7399, 3.2840, 0.9835)  0.227
H (-2.7610, 4.6289, 0.2844)  0.211
H (0.1335, 3.2473, 2.1444)  0.214
H (-0.8886, 4.7168, 1.6478)  0.195
H (-1.4417, 0.8114, 1.7891)  0.213
H (-2.5878, 0.8386, 0.7705)  0.221
H (-0.7750, 1.6238, -0.8918)  0.203
H (-0.2331, -0.9312, 1.0746)  0.244
H (1.6101, -0.0754, -1.1429)  0.248
H (0.0160, -2.8038, -0.8755)  0.190
H (1.4936, -2.7257, -1.7174)  0.189
H (1.3204, -3.3997, 1.5042)  0.466
H (2.8762, -3.4162, 1.3567)  0.497
O (2.1872, -3.7387, 1.9195)  -0.969
H (-4.4337, -2.1149, 0.9398)  0.462
H (-3.9567, -1.8136, -0.4758)  0.491
O (-4.4318, -2.5063, 0.0541)  -0.981
H (-2.2081, -1.1644, -1.8406)  0.504
H (-3.1482, -0.0589, -1.7815)  0.481
O (-2.8416, -0.8252, -1.2382)  -0.976
H (3.9282, -0.9713, 0.8828)  0.494
H (4.2494, -1.8415, 1.9627)  0.477
O (3.8733, -1.9036, 1.0146)  -0.967
H (2.5954, 3.1603, -0.7129)  0.476
H (1.0540, 3.2286, -0.4247)  0.503
O (1.8882, 2.7472, -0.3447)  -0.972
H (-1.4120, -0.5179, 3.5759)  0.518
H (-0.3699, -0.1364, 4.7958)  0.497
O (-0.5820, -0.1375, 3.9014)  -0.973
H (-2.6439, -2.3557, -3.8358)  0.481
H (-1.4611, -1.4813, -3.9122)  0.496
O (-2.0089, -1.8605, -3.2930)  -0.949
H (3.1144, 1.7199, 1.3147)  0.482
H (2.4962, 0.5551, 2.0450)  0.496
O (3.2719, 0.8036, 1.6398)  -0.971
H (4.2278, 0.1225, -1.3855)  0.486
H (3.1263, 0.9307, -0.5321)  0.495
O (3.4045, 0.6656, -1.3932)  -0.977
H (-2.2965, -2.2340, 0.5405)  0.505
H (-1.4580, -2.8888, 1.6248)  0.461
O (-1.9121, -2.1391, 1.4655)  -0.960
H (2.0026, -1.8492, 3.4956)  0.502
H (0.9904, -0.4868, 3.3944)  0.504
O (1.9399, -0.8516, 3.4463)  -1.039
H (0.9374, -1.3121, -4.6974)  0.469
H (1.0413, -1.0781, -3.0944)  0.518
O (0.4477, -1.0827, -3.9585)  -0.997
H (0.5251, 1.4654, -4.9845)  0.483
H (1.1606, 1.8772, -3.5539)  0.487
O (0.6562, 2.1137, -4.3133)  -0.968

=====

This record from the Open Molecules 2025 dataset describes a structure of composition C6H16F2KN3O10S2 in a non-equilibrium geometry. The level of theory is ωB97M-V with the def2-TZVPD basis set.

The expectation value of S² is 0.7581. For the highest occupied orbital energy (spin up / spin down), the calculation gives -6.382 / -6.406 eV. The value obtained for the LUMO energy (spin up / spin down) is 2.2 / 2.1 eV. The total charge is -1. The value obtained for the HOMO-LUMO gap (spin up / spin down) is 0.316 / 0.313 Eh. The spin multiplicity is 2. As for the strongest force on any atom: 10.9 eV/A.

Last column: natural (NBO) charge in e.
CARTESIAN COORDINATES (ANGSTROEM)
K (-0.1244, 0.1237, -0.2718)  0.953
C (-0.8935, -3.3347, -2.2750)  0.885
O (-0.8809, -2.3129, -1.5943)  -0.763
O (-1.3688, -4.3707, -1.7715)  -0.465
O (-0.3471, -3.4593, -3.3848)  -0.632
N (-1.3309, 0.5074, 1.9117)  -1.234
S (-3.0318, 0.5238, 2.1375)  2.410
O (-3.4893, 1.6768, 2.8940)  -0.872
O (-3.6143, -0.7859, 2.3021)  -0.857
F (-3.4861, 0.9148, 0.6484)  -0.493
S (-0.9765, -0.2353, 3.1364)  2.447
O (-0.9563, -1.6931, 3.0561)  -0.897
O (-1.3451, 0.3275, 4.4447)  -0.911
F (0.6153, 0.1289, 3.1267)  -0.540
C (1.7641, 4.1479, 1.1380)  -0.617
C (1.1372, 2.9378, 1.8253)  -0.059
O (-0.1287, 2.7377, 1.2114)  -0.765
H (1.8249, 3.9083, 0.0764)  0.205
H (2.7585, 4.3084, 1.5545)  0.197
H (1.1437, 5.0399, 1.2250)  0.206
H (1.0971, 3.0637, 2.9073)  0.167
H (1.8402, 2.1234, 1.6504)  0.146
H (-0.5985, 1.9993, 1.6060)  0.488
C (3.9342, -2.4857, 0.1458)  -0.630
C (2.4721, -2.8274, 0.3186)  -0.077
O (1.7167, -1.7822, 1.0282)  -0.739
H (4.1120, -1.5549, -0.3929)  0.207
H (4.4603, -3.2705, -0.3976)  0.209
H (4.3995, -2.4843, 1.1315)  0.191
H (2.4503, -3.7427, 0.9101)  0.161
H (2.1128, -3.2111, -0.6363)  0.207
H (2.0641, -1.7720, 1.9231)  0.478
C (-1.8167, 0.7859, -3.5859)  0.757
O (-0.9566, 1.1421, -2.7720)  -0.741
N (-2.4369, 1.5569, -4.4554)  -0.837
N (-2.1719, -0.4109, -3.7579)  -0.796
H (-2.2545, 2.5419, -4.3268)  0.409
H (-3.2021, 1.0752, -4.9053)  0.384
H (-2.7385, -0.6738, -4.5516)  0.368
H (-1.7537, -1.1638, -3.2304)  0.447

=====

This record from the Open Molecules 2025 dataset describes a cluster of 2 separate species, C4H6INO in total in a non-equilibrium geometry. The level of theory is ωB97M-V with the def2-TZVPD basis set.

For the highest occupied orbital energy, the calculation gives -8.645 eV. The value obtained for the LUMO energy is 0.5 eV. The total charge is 0. The value obtained for the HOMO-LUMO gap is 0.334 Eh. The spin multiplicity is 1. As for the strongest force on any atom: 4.8 eV/A. For the relative energy (zero: lowest compared OMol25 entry of this formula, charge and spin), the calculation gives 2.931 eV.

Last column: natural (NBO) charge in e.
CARTESIAN COORDINATES (ANGSTROEM)
C (0.3968, 0.2158, 0.3506)  -0.318
C (1.4758, -0.3598, -0.1154)  -0.274
C (1.4819, -2.4120, 0.0654)  0.778
C (0.0555, 1.6322, 0.1278)  -0.668
N (0.3184, -2.7416, -0.4730)  -0.838
O (2.4263, -2.9069, 0.5850)  -0.545
I (3.4175, 0.4850, -0.0499)  0.148
H (-0.4270, -0.5121, 0.5370)  0.203
H (0.5659, 2.1886, -0.7602)  0.229
H (0.4000, 2.2134, 0.9598)  0.230
H (-1.0393, 1.8345, -0.0720)  0.225
H (-0.2586, -1.8934, -0.7722)  0.425
H (-0.0102, -3.6315, -0.6358)  0.406

=====

This record from the Open Molecules 2025 dataset describes the ion C5H11N2 with charge +1 in a non-equilibrium geometry. The level of theory is ωB97M-V with the def2-TZVPD basis set.

For the highest occupied orbital energy, the calculation gives -13.822 eV. The value obtained for the LUMO energy is -7.6 eV. The total charge is +1. The value obtained for the HOMO-LUMO gap is 0.228 Eh. The spin multiplicity is 1. As for the strongest force on any atom: 6.9 eV/A. For the relative energy (zero: lowest compared OMol25 entry of this formula, charge and spin), the calculation gives 6.406 eV.

Last column: natural (NBO) charge in e.
CARTESIAN COORDINATES (ANGSTROEM)
C (2.0033, 0.4733, -2.2276)  0.257
N (1.1778, -0.3604, -1.6522)  -0.503
C (1.2609, -0.5636, -0.3180)  0.426
C (0.1520, -1.3785, 0.2633)  -0.521
C (-0.7048, -0.5981, 1.2562)  -0.430
C (-1.7030, 0.4029, 0.6161)  -0.304
N (-1.6026, 1.8994, 0.6602)  -0.693
H (3.0022, 0.6607, -1.7862)  0.201
H (1.5919, 0.9090, -3.1433)  0.241
H (2.2030, -0.2362, 0.1513)  0.206
H (0.5288, -2.3592, 0.5950)  0.306
H (-0.4325, -1.4606, -0.6762)  0.259
H (-1.2846, -1.3326, 1.8533)  0.272
H (-0.0206, -0.0805, 1.9399)  0.220
H (-2.7701, 0.2003, 0.8255)  0.226
H (-1.5799, 0.2231, -0.4620)  0.183
H (-0.4976, 1.3295, 0.5279)  0.300
H (-1.3241, 2.2716, 1.5766)  0.354

=====

This record from the Open Molecules 2025 dataset describes a cluster of 13 separate species, H28NO12 in total in a non-equilibrium geometry. The level of theory is ωB97M-V with the def2-TZVPD basis set.

For the highest occupied orbital energy, the calculation gives -12.298 eV. The value obtained for the LUMO energy is -3.4 eV. The total charge is +1. The value obtained for the HOMO-LUMO gap is 0.328 Eh. The spin multiplicity is 1. As for the strongest force on any atom: 7.3 eV/A. For the relative energy (zero: lowest compared OMol25 entry of this formula, charge and spin), the calculation gives 3.389 eV.

Last column: natural (NBO) charge in e.
CARTESIAN COORDINATES (ANGSTROEM)
N (-0.2548, 0.1331, -0.1901)  -0.892
H (-0.5131, -0.8645, 0.1926)  0.487
H (0.8108, 0.0339, -0.1932)  0.449
H (-0.2642, 0.8362, 0.4966)  0.460
H (-0.6174, 0.2655, -1.1313)  0.475
O (1.8990, 1.1199, 1.9171)  -0.989
H (2.4889, 0.6445, 1.3205)  0.512
H (2.2174, 1.7622, 2.4420)  0.499
O (-0.5134, 1.5804, -3.2826)  -0.985
H (-0.9613, 2.4087, -3.4129)  0.497
H (-0.2273, 1.2250, -4.1491)  0.507
O (1.6379, 2.5160, -1.5546)  -0.982
H (0.8546, 2.2172, -2.0481)  0.493
H (1.4333, 3.2207, -1.0065)  0.478
O (2.7754, -0.0326, -3.2416)  -0.954
H (2.8376, 0.4580, -2.3607)  0.493
H (3.3236, -0.8589, -3.0498)  0.458
O (-2.1078, 2.2081, 2.3827)  -0.939
H (-1.9891, 1.7469, 3.1277)  0.468
H (-2.9270, 2.3154, 2.8271)  0.476
O (-0.8432, -3.2150, 2.0528)  -0.959
H (-0.0530, -2.7412, 2.3580)  0.495
H (-0.6045, -4.0390, 1.8026)  0.465
O (0.3926, -2.9351, -0.9359)  -0.980
H (-0.2240, -3.6179, -1.0625)  0.491
H (1.3539, -3.2524, -1.1949)  0.491
O (0.6300, -1.0838, 3.1128)  -0.968
H (0.9849, -0.2839, 2.5521)  0.487
H (1.5022, -1.6039, 3.0868)  0.463
O (3.3934, -0.0207, -0.3380)  -0.997
H (4.3643, 0.3536, -0.2779)  0.526
H (3.3815, -0.9785, -0.4569)  0.490
O (-1.6059, 3.6778, -0.1373)  -0.962
H (-1.7709, 3.3333, 0.6991)  0.484
H (-1.8776, 4.5559, -0.1407)  0.475
O (-3.1394, -1.2502, -1.0129)  -0.975
H (-2.7182, -1.4427, -1.9011)  0.485
H (-3.9148, -0.5837, -1.2934)  0.506
O (-3.4186, -2.7156, 1.5858)  -0.952
H (-3.1547, -2.0992, 0.6725)  0.461
H (-2.5813, -2.9934, 1.7434)  0.464

=====

This record from the Open Molecules 2025 dataset describes an isolated molecule of C5H10O. The level of theory is ωB97M-V with the def2-TZVPD basis set.

For the highest occupied orbital energy, the calculation gives -8.290 eV. The value obtained for the LUMO energy is 1.1 eV. The total charge is 0. The value obtained for the HOMO-LUMO gap is 0.347 Eh. The spin multiplicity is 1. As for the strongest force on any atom: 0.6 eV/A. For the relative energy (zero: lowest compared OMol25 entry of this formula, charge and spin), the calculation gives 2.555 eV.

Last column: natural (NBO) charge in e.
CARTESIAN COORDINATES (ANGSTROEM)
C (1.4141, -0.2131, -1.3980)  -0.627
C (0.8156, -0.2671, -0.0051)  0.093
C (0.7446, -1.6548, 0.5988)  -0.635
C (-0.9486, 0.8945, 0.9658)  0.252
O (-0.5237, 0.2953, -0.1164)  -0.505
C (-2.2216, 1.6058, 0.6110)  -0.767
H (1.2663, 0.7801, -1.8335)  0.221
H (0.9512, -0.9525, -2.0604)  0.211
H (2.4884, -0.4143, -1.3511)  0.217
H (1.3525, 0.4001, 0.6746)  0.197
H (0.1987, -2.3473, -0.0505)  0.210
H (0.2440, -1.6067, 1.5704)  0.231
H (1.7559, -2.0472, 0.7488)  0.218
H (-2.9497, 1.5253, 1.4231)  0.233
H (-1.9202, 2.6634, 0.5773)  0.246
H (-2.6675, 1.3386, -0.3547)  0.206

=====

- Which of these has the highest spin multiplicity?
  C6H16F2KN3O10S2